1.
C5H9NO in the gas phase at a distorted geometry. Source: OMol25; level of theory: ωB97M-V with the def2-TZVPD basis set.

Values from the calculation:
HOMO-LUMO gap: 10.7 eV
SMILES string: C[C@H]1N[C@H]1CC=O
Highest occupied orbital energy: -9.70 eV
Energy above the lowest of the compared OMol25 structures with the same formula, charge and spin: 235.86 kJ/mol
LUMO: 1.0 eV
Calculated total energy: -325.84772 a.u.

The geometry in ORCA input format:
```
! wB97M-V def2-TZVPD RIJCOSX def2/J DEFGRID3
* xyz 0 1
C -1.352 -0.289 1.171
C -1.287 0.084 -0.292
N -0.899 1.452 -0.588
C -0.005 0.345 -1.033
C 1.437 0.253 -0.387
C 1.941 -1.011 0.328
O 1.253 -1.898 0.773
H -0.677 0.351 1.746
H -2.362 -0.151 1.579
H -1.049 -1.329 1.305
H -2.093 -0.352 -0.892
H -1.467 1.846 -1.342
H -0.026 0.184 -2.108
H 1.245 1.049 0.323
H 2.286 0.571 -1.026
H 3.056 -1.105 0.445
*
```

2.
4 unconnected molecules or ions with the total composition C10H17N3O. Source: OMol25; level of theory: ωB97M-V with the def2-TZVPD basis set.

Values from the calculation:
HOMO-LUMO gap: 9.7 eV
SMILES string: C1CCOC1.CC#N.CC#N.CC#N
Highest occupied orbital energy: -9.20 eV
Energy above the lowest of the compared OMol25 structures with the same formula, charge and spin: 48.85 kJ/mol
LUMO: 0.5 eV
Calculated total energy: -630.69400 a.u.

The geometry in ORCA input format:
```
! wB97M-V def2-TZVPD RIJCOSX def2/J DEFGRID3
* xyz 0 1
C -2.529 -0.758 -1.903
C -1.933 -0.100 -0.650
C -3.046 0.869 -0.233
O -4.265 0.364 -0.785
C -4.004 -0.821 -1.526
H -2.079 -1.732 -2.092
H -2.376 -0.128 -2.781
H -1.004 0.428 -0.857
H -1.756 -0.872 0.100
H -2.864 1.868 -0.634
H -3.129 0.942 0.853
H -4.686 -0.855 -2.374
H -4.193 -1.702 -0.896
C 1.295 1.710 1.330
C 0.473 2.830 1.794
N -0.188 3.700 2.142
H 0.702 1.132 0.625
H 1.615 1.094 2.167
H 2.167 2.102 0.813
C 2.012 -3.427 4.388
C 2.405 -2.234 3.646
N 2.724 -1.297 3.068
H 1.432 -3.124 5.259
H 2.906 -3.938 4.746
H 1.432 -4.112 3.777
C 3.520 1.455 -3.639
C 2.461 1.119 -2.699
N 1.625 0.855 -1.959
H 4.123 2.259 -3.228
H 3.062 1.806 -4.566
H 4.096 0.567 -3.884
*
```

3.
3 unconnected molecules or ions with the total composition C26H44FN3O5 at a distorted geometry. Source: OMol25; level of theory: ωB97M-V with the def2-TZVPD basis set.

Values from the calculation:
HOMO-LUMO gap: 7.5 eV
SMILES string: CCCCCCN1C(=O)c2ccc([C@@H](C)F)c(CC=O)c2C1=O.COC[C@@H](C)N.COC[C@@H](C)N
Highest occupied orbital energy: -9.14 eV
LUMO: -1.6 eV
Calculated total energy: -1656.80397 a.u.

The geometry in ORCA input format:
```
! wB97M-V def2-TZVPD RIJCOSX def2/J DEFGRID3
* xyz 0 1
C -1.209 -0.834 -5.008
C -0.671 -2.204 -4.237
C 0.908 -2.549 -4.522
C 1.968 -1.441 -3.930
C 1.424 -0.619 -2.618
C 1.227 -1.551 -1.269
N 0.344 -0.912 -0.220
C 0.219 -1.668 1.119
O -0.758 -2.512 1.487
C 1.575 -1.151 1.881
C 2.470 -1.770 3.107
C 3.842 -0.945 3.576
C 4.337 0.475 2.846
C 5.748 1.220 3.349
C 6.647 0.255 4.354
F 6.588 1.380 2.107
C 3.397 1.127 1.626
C 3.747 2.535 0.853
C 2.510 3.617 0.806
O 2.227 4.356 -0.298
C 2.066 0.263 1.215
C 0.897 0.484 0.088
O 0.388 1.574 -0.492
H -2.320 -1.026 -5.402
H -0.536 -0.539 -5.939
H -1.306 0.070 -4.239
H -1.308 -3.128 -4.599
H -0.901 -2.104 -3.070
H 1.083 -2.636 -5.695
H 1.227 -3.595 -4.056
H 2.257 -0.706 -4.821
H 2.970 -1.976 -3.608
H 2.240 0.211 -2.372
H 0.408 -0.044 -2.825
H 2.298 -1.820 -0.827
H 0.755 -2.568 -1.638
H 2.144 -2.766 3.631
H 4.441 -1.449 4.465
H 5.550 2.292 3.778
H 6.080 0.103 5.385
H 6.724 -0.822 3.862
H 7.743 0.641 4.498
H 4.211 2.372 -0.234
H 4.612 3.056 1.490
H 1.792 3.752 1.721
C -2.096 5.794 5.625
O -0.854 5.162 5.894
C -0.654 3.930 5.194
C -0.174 4.097 3.734
C -1.280 4.525 2.772
N 0.938 5.054 3.639
H -2.901 5.072 5.460
H -1.996 6.458 4.764
H -2.357 6.413 6.488
H 0.132 3.402 5.749
H -1.549 3.300 5.256
H 0.186 3.117 3.394
H -1.527 5.585 2.859
H -0.968 4.356 1.733
H -2.193 3.946 2.942
H 1.714 4.709 4.206
H 0.646 5.909 4.121
C -5.053 -2.909 -5.241
O -4.207 -2.722 -4.118
C -4.844 -2.938 -2.855
C -4.953 -4.424 -2.441
C -6.047 -5.187 -3.183
N -3.674 -5.128 -2.620
H -6.083 -2.598 -5.040
H -5.024 -3.952 -5.560
H -4.664 -2.304 -6.065
H -4.213 -2.429 -2.117
H -5.819 -2.438 -2.823
H -5.212 -4.448 -1.375
H -5.761 -5.447 -4.205
H -6.271 -6.130 -2.668
H -6.973 -4.605 -3.226
H -2.968 -4.672 -2.041
H -3.358 -4.945 -3.577
*
```

4.
A molecular structure, C12H38Fe2O8 at a distorted geometry. Source: OMol25; level of theory: ωB97M-V with the def2-TZVPD basis set.

Values from the calculation:
HOMO-LUMO gap (spin up / spin down): 7.5 / 7.1 eV
Highest occupied orbital energy (spin up / spin down): -14.66 / -14.66 eV
⟨S²⟩: 20.012
Energy above the lowest of the compared OMol25 structures with the same formula, charge and spin: 171.52 kJ/mol
LUMO (spin up / spin down): -7.2 / -7.6 eV
Calculated total energy: -3608.72477 a.u.

The geometry in ORCA input format:
```
! wB97M-V def2-TZVPD RIJCOSX def2/J DEFGRID3
* xyz 2 9
Fe 0.733 1.125 2.403
Fe -0.896 2.407 0.028
O 0.052 0.625 0.491
H 0.623 0.053 -0.058
O -0.372 2.801 1.932
H -0.763 3.627 2.277
C -4.926 2.248 1.322
C -3.985 1.277 0.526
O -2.714 1.555 0.994
H -5.885 2.380 0.820
H -4.389 3.194 1.392
H -5.046 1.970 2.369
H -4.068 1.358 -0.558
H -4.304 0.255 0.727
H -2.464 1.159 1.832
C 1.952 -3.246 -2.311
C 1.201 -2.030 -2.840
O -0.159 -2.310 -3.001
H 1.909 -4.167 -2.892
H 1.587 -3.403 -1.296
H 3.003 -3.005 -2.158
H 1.543 -1.963 -3.873
H 1.467 -1.201 -2.185
H -0.519 -2.091 -2.138
C -2.547 0.513 -3.908
C -1.558 1.292 -3.059
O -1.644 1.103 -1.667
H -2.292 -0.534 -3.743
H -2.346 0.622 -4.974
H -3.604 0.737 -3.760
H -1.748 2.354 -3.218
H -0.538 1.271 -3.443
H -1.176 0.301 -1.427
C -0.946 -3.504 0.983
C -1.879 -2.635 0.138
O -1.144 -1.581 -0.411
H -0.118 -3.830 0.354
H -1.536 -4.349 1.339
H -0.582 -3.018 1.888
H -2.695 -2.274 0.764
H -2.328 -3.198 -0.681
H -0.983 -0.963 0.305
C 3.655 3.898 2.023
C 3.799 2.412 1.850
O 2.574 1.984 1.441
H 4.616 4.307 2.337
H 2.871 4.256 2.691
H 3.426 4.193 1.000
H 3.883 1.908 2.813
H 4.618 2.157 1.177
H 2.636 1.891 0.487
C 2.694 -1.327 0.615
C 2.708 -1.532 2.162
O 2.129 -0.474 2.879
H 3.059 -2.165 0.021
H 3.422 -0.550 0.383
H 1.719 -1.144 0.163
H 3.744 -1.685 2.465
H 2.097 -2.391 2.439
H 2.435 -0.658 3.770
*
```

5.
A molecular structure, C24H21F6N9O2Pt. Source: OMol25; level of theory: ωB97M-V with the def2-TZVPD basis set.

Values from the calculation:
HOMO-LUMO gap (spin up / spin down): 7.8 / 6.3 eV
Highest occupied orbital energy (spin up / spin down): -13.80 / -15.15 eV
⟨S²⟩: 6.021
Energy above the lowest of the compared OMol25 structures with the same formula, charge and spin: 0.00 kJ/mol
LUMO (spin up / spin down): -6.0 / -8.8 eV
Calculated total energy: -2288.46443 a.u.

The geometry in ORCA input format:
```
! wB97M-V def2-TZVPD RIJCOSX def2/J DEFGRID3
* xyz 2 5
Pt -0.015 -0.773 -0.026
O -3.048 -3.593 0.188
C -2.121 -2.881 0.466
N -1.399 -2.189 -0.530
C -1.429 -2.788 -1.845
C -0.174 -2.441 -2.603
C -0.006 -2.808 -3.931
C 1.194 -2.523 -4.554
C 2.195 -1.882 -3.833
C 1.947 -1.534 -2.523
N 0.784 -1.811 -1.922
C -1.616 -2.638 1.851
C -2.289 -3.140 2.947
C -1.768 -2.881 4.207
C -0.611 -2.127 4.310
C -0.001 -1.664 3.154
N -0.484 -1.930 1.942
H -2.326 -2.443 -2.376
H -1.535 -3.875 -1.760
H -0.803 -3.315 -4.455
H 1.351 -2.801 -5.587
H 3.152 -1.655 -4.278
H 2.693 -1.032 -1.923
H -3.191 -3.717 2.800
H -2.260 -3.257 5.093
H -0.176 -1.896 5.271
H 0.892 -1.056 3.199
N -1.810 0.795 -2.385
C -0.627 1.417 -2.265
N -0.350 2.400 -3.107
C 0.847 2.975 -2.948
N 1.173 3.977 -3.751
N 1.774 2.608 -2.017
C 1.402 1.625 -1.244
N 0.222 0.987 -1.295
C 2.367 1.136 -0.219
C 3.558 1.793 0.026
C 4.418 1.269 0.978
C 4.072 0.097 1.630
C 2.865 -0.506 1.323
N 2.021 0.010 0.427
H -2.475 1.201 -3.026
H -2.156 0.227 -1.629
H 0.515 4.295 -4.444
H 2.058 4.443 -3.641
H 3.789 2.691 -0.526
H 5.353 1.764 1.200
H 4.725 -0.353 2.362
H 2.570 -1.442 1.775
C -2.524 1.596 3.224
C -1.692 1.884 1.965
O -1.388 0.682 1.380
C -0.393 2.637 2.309
F 0.317 1.900 3.178
F -0.634 3.821 2.857
F 0.387 2.819 1.234
C -2.596 2.659 0.932
F -3.147 3.719 1.501
F -3.561 1.860 0.491
F -1.883 3.066 -0.127
H -1.927 1.023 3.929
H -3.410 1.032 2.944
H -2.814 2.542 3.681
*
```

6.
A molecular structure, C3H8BMgO4S at a distorted geometry. Source: OMol25; level of theory: ωB97M-V with the def2-TZVPD basis set.

Values from the calculation:
HOMO-LUMO gap: 5.4 eV
Highest occupied orbital energy: -12.16 eV
LUMO: -6.8 eV
Calculated total energy: -1042.86362 a.u.

The geometry in ORCA input format:
```
! wB97M-V def2-TZVPD RIJCOSX def2/J DEFGRID3
* xyz 1 1
O -1.375 -0.710 1.596
S -1.704 -1.138 0.211
O -2.400 -0.123 -0.552
C -0.261 -1.723 -0.660
B 0.711 -0.473 -0.711
O 1.342 -0.249 0.575
C 1.488 1.113 0.771
C 0.432 1.658 -0.363
O 0.215 0.758 -1.330
H -2.581 -2.189 0.311
H -0.556 -2.035 -1.671
H 0.211 -2.577 -0.157
H 1.646 -0.802 -1.427
H 2.539 1.392 0.637
H 1.110 1.172 1.865
H 0.788 2.656 -0.649
H -0.671 1.776 0.029
Mg -0.934 1.497 1.527
*
```